17
Properties=species:S:1:pos:R:3:lowdin_charge:R:1 method="wB97M-V/def2-TZVPD" homo_energy_ev="-8.76 / -8.54" gap_ev="8.861 / 7.885" relative_energy_kcal_mol=66.8 total_charge=0 total_energy_ha=-3036.47978
C 0.51175 0.27320 -0.80945 -0.0660
C -0.44741 0.04231 -1.88333 -0.2699
C 0.19718 0.28517 0.49131 -0.2174
C -0.26712 -0.16856 -3.17811 -0.5481
C 0.60205 -0.14143 2.92623 -0.1094
C 1.11936 0.61871 1.70855 -0.1601
N -2.86219 -1.37072 -3.65868 0.0908
O -3.40341 -1.11601 -2.66340 -0.0245
F -1.14810 0.15329 0.90240 -0.0060
Br 1.23266 -0.16142 -4.28844 0.6723
H 1.57512 0.09277 -1.19208 0.1318
H -1.44300 0.19261 -1.57437 0.0662
H 1.20406 -0.92730 3.27116 0.0497
H -0.43793 -0.52258 2.77430 0.0839
H 0.45405 0.60096 3.70969 0.0711
H 0.92388 1.71004 1.87682 0.1237
H 2.18906 0.43896 1.58741 0.1119